1.
The following is a quantum chemistry calculation of an isolated ion of composition C4H6N3 and charge +1, from the OMol25 dataset.

Element x y z (Å)
H 0.4844 -2.1598 -1.0731
C -1.0331 -1.2678 0.2052
C -0.3542 1.5690 -0.2182
N 0.2660 -1.3232 -0.5031
H 1.8487 -0.0971 -1.1654
H -0.2580 2.5618 -0.4877
N -1.4219 1.1575 -0.6264
H 1.6301 1.2330 0.9276
N -1.7700 -0.2944 0.2697
H -1.4469 -2.0333 0.8331
C 1.0518 -0.2701 -0.4261
H 0.2942 0.2682 1.6170
C 0.7089 0.6563 0.6474

Atomic forces in eV per Å
-0.3 0.9 0.0
1.3 -1.1 -0.1
2.9 -1.0 2.6
0.1 -0.1 -0.1
-0.2 -0.3 0.5
1.5 2.2 -0.5
-3.5 -5.0 1.5
-1.0 -0.1 -0.5
-1.1 4.7 -2.5
0.8 -1.4 -0.1
-1.2 -1.7 0.6
0.0 0.1 -1.4
0.7 2.9 -0.1

The value obtained for the relative energy (zero: lowest compared OMol25 entry of this formula, charge and spin) is 101.07 kcal/mol. The value obtained for the lowest unoccupied orbital energy is -0.2170 Ha. Its HOMO-LUMO gap is 9.033 eV. Its molar mass is 96.113 g/mol. The HOMO energy comes out at -14.937 eV. As for the SMILES: C1=NN=C[NH+]=CC1. The total charge is +1.

=====

2.
The following is a quantum chemistry calculation of an isolated ion of composition C4H6N3 and charge +1, from the OMol25 dataset.

Element x y z (Å)
H -1.0481 2.7507 -0.2547
C -1.1470 1.6921 -0.2389
C -0.0633 0.8469 -0.2433
H 3.0129 0.5414 0.3534
N 1.3035 -0.8770 0.0996
N 1.1964 1.3178 -0.1091
H -2.0500 -1.5524 -0.7187
H -1.0122 -2.4275 0.7366
C 1.9934 0.3133 0.1377
H -2.1376 1.3820 -0.2656
H 1.3451 -1.8054 0.4720
N -0.0111 -0.5194 -0.1189
C -1.3820 -1.6625 0.1499

Atomic forces in eV per Å
0.7 0.5 0.0
-0.2 0.3 -0.5
1.2 -1.3 0.9
0.7 -0.9 0.0
-1.7 1.6 -0.1
0.5 0.2 -0.1
0.4 -0.3 0.8
0.4 -1.5 1.0
-1.2 0.0 -0.1
-1.5 -0.9 0.0
1.2 -0.3 0.2
-2.9 -1.7 0.3
2.4 4.5 -2.4

The value obtained for the relative energy (zero: lowest compared OMol25 entry of this formula, charge and spin) is 11.95 kcal/mol. As for the expectation value of S²: 2.026. The value obtained for the lowest unoccupied orbital energy (spin up / spin down) is -0.1416 / -0.2351 Ha. Its HOMO-LUMO gap (spin up / spin down) is 9.591 / 9.477 eV. Its molar mass is 96.113 g/mol. The HOMO energy (spin up / spin down) comes out at -13.443 / -15.874 eV. The spin multiplicity is 3. The total charge is +1.

=====

3.
The following is a quantum chemistry calculation of an isolated ion of composition C4H6N3S and charge +1, from the OMol25 dataset.

Element x y z (Å)
H -3.3556 2.1013 -0.0221
H 3.6067 0.7951 0.1089
C -2.4873 1.3115 -0.1414
H 1.4607 0.0627 1.6538
N 2.7972 0.3747 -0.1760
H -1.6425 -2.2448 0.1672
H 0.9341 -0.9591 -1.0709
C 1.7693 -0.0930 0.5767
N 0.7968 -0.7171 -0.0941
C -0.4970 -0.6805 0.2089
H 2.7616 -0.0273 -1.1560
C -1.6730 -1.2076 0.0557
N -1.3147 1.6403 -0.2104
S -3.1563 -0.3562 0.0996

Atomic forces in eV per Å
1.4 -1.5 -0.5
2.3 1.2 1.3
-2.1 1.2 1.0
1.3 0.4 -1.2
-4.3 -3.5 -1.0
-0.8 -1.9 0.0
0.5 0.1 -0.1
0.1 1.0 -0.7
0.9 -0.7 -0.8
-1.4 3.9 -0.1
0.5 1.2 1.5
0.2 1.0 0.7
1.8 -2.1 0.3
-0.4 -0.3 -0.5

The value obtained for the relative energy (zero: lowest compared OMol25 entry of this formula, charge and spin) is 134.35 kcal/mol. The value obtained for the lowest unoccupied orbital energy is -0.1974 Ha. Its HOMO-LUMO gap is 6.537 eV. Its molar mass is 128.180 g/mol. The HOMO energy comes out at -11.909 eV. The total charge is +1.

=====

- Number 3 is which compound?
  C4H6N3S

=====

- total charge of number 2 (C4H6N3)?
  +1